1.
Formula: C5H10O4
Source: the OMol25 dataset
Level of theory: ωB97M-V with the def2-TZVPD basis set

The LUMO energy is 0.023 Ha. As for the HOMO energy: -10.25 eV. For the frontier orbital gap, the calculation gives 10.87 eV.

Element x y z (Å)
O1 0.43831 -0.82090 -2.53884
C1 0.49125 -0.11291 -1.56066
C2 1.33722 -0.48417 -0.36264
C3 0.66993 -1.25345 0.76498
C4 -0.30338 -0.45998 1.61142
O2 -0.77717 0.77002 1.07181
C5 -1.82418 0.63161 0.17214
O3 -1.27232 0.50600 -1.12524
H1 2.20870 -1.03633 -0.74105
H2 1.79021 0.43269 0.04473
H3 0.17606 -2.14991 0.36368
H4 1.45632 -1.63801 1.42972
H5 -1.14906 -1.12038 1.85679
H6 0.15135 -0.21189 2.58181
H7 -2.46075 -0.24654 0.35137
H8 -2.40516 1.56193 0.20093
O4 0.73581 1.77390 -1.78826
H9 -0.59382 1.72908 -1.21213
H10 1.33068 2.12924 -1.12056

=====

2.
Formula: C5H10O4Zn
Source: the OMol25 dataset
Level of theory: ωB97M-V with the def2-TZVPD basis set

The LUMO energy is 0.015 Ha. As for the HOMO energy: -7.83 eV. For the frontier orbital gap, the calculation gives 8.24 eV.

Element x y z (Å)
O1 1.56450 -1.27579 -1.68845
C1 0.41085 -1.70912 -2.14924
C2 -0.72353 -1.72429 -1.41814
O2 2.22866 -1.42395 1.56567
C3 -1.47956 -0.09595 0.21426
C4 -0.77807 0.73704 1.26093
O3 0.55126 1.03531 0.82737
C5 0.71004 2.29530 0.18074
H1 0.38420 -2.14281 -3.15916
H2 -1.68735 -2.12733 -1.72482
H3 -2.45980 -0.43691 0.57582
H4 -1.63327 0.48966 -0.70469
H5 -1.33242 1.66227 1.46490
H6 -0.68719 0.17662 2.20067
H7 1.46771 2.16520 -0.59914
H8 -0.23462 2.62277 -0.27618
H9 1.05128 3.04269 0.90945
Zn1 1.36100 -0.70623 0.16974
O4 -0.62738 -1.21285 -0.11778
H10 1.91370 -1.37160 2.46806

=====

3.
Formula: C5H10OPY
Source: the OMol25 dataset
Level of theory: ωB97M-V with the def2-TZVPD basis set

The LUMO energy (alpha / beta) is -0.049 / -0.048 Ha. As for the HOMO energy (alpha / beta): -6.04 / -6.01 eV. For the frontier orbital gap (alpha / beta), the calculation gives 4.70 / 4.70 eV.

Element x y z (Å)
C1 -0.63286 0.93423 -0.84194
C2 -1.86683 0.56236 -1.50744
C3 -2.75905 -0.41857 -1.28997
C4 -2.78747 -1.43989 -0.35841
C5 -1.78177 -1.72430 0.67953
Y1 1.53345 -0.53474 1.99071
P1 1.67282 2.06942 1.84195
H1 -0.63412 1.43283 0.08806
H2 -2.33776 1.16226 -2.46237
H3 -3.55431 -0.41702 -1.91209
H4 -1.82705 -2.72493 1.58044
H5 -3.69852 -2.01022 -0.52444
H6 2.90759 1.10782 2.02484
H7 1.92614 2.90138 2.99801
H8 2.21926 2.88372 0.78100
O1 2.28904 -1.02092 0.28594
H9 0.25914 0.39399 -1.06342
H10 2.68646 -1.31607 -0.54299

=====

4.
Formula: C5H10OS
Source: the OMol25 dataset
Level of theory: ωB97M-V with the def2-TZVPD basis set

The LUMO energy is -0.007 Ha. As for the HOMO energy: -9.17 eV. For the frontier orbital gap, the calculation gives 8.99 eV.

Element x y z (Å)
C1 1.38049 0.24008 -2.22161
C2 -1.13618 -0.79977 1.09600
C3 -0.25498 0.19698 1.12285
C4 -2.58037 -0.58901 0.68795
C5 1.16582 -0.02083 1.23662
O1 2.31153 2.53887 -2.49299
S1 2.69776 1.19810 -2.19361
H1 1.34181 -0.83513 -2.06605
H2 0.36370 0.71835 -2.39918
H3 -0.77680 -1.84648 1.12934
H4 -0.55605 1.22450 0.92863
H5 -3.11665 -1.51568 0.69815
H6 -2.61113 -0.19398 -0.40773
H7 -3.01007 0.10486 1.21732
H8 1.67326 0.64068 0.49808
H9 1.43474 -1.07669 0.93460
H10 1.67310 0.01515 2.23161

=====

Number 1: total energy -13533.4102 eV. Number 2: total energy -61953.7296 eV. Number 3: total energy -17715.7951 eV. Number 4: total energy -18226.8599 eV.